Run i
A single C11H20N2O5 molecule, computed with ωB97M-V/def2-TZVPD.

The highest occupied orbital energy comes out at -9.146 eV. The spin multiplicity is 1. The gap between HOMO and LUMO comes out at 0.35347 Eh. For the LUMO energy, the calculation gives 0.47 eV. The total charge is 0.

Last column: natural (NBO) charge in e.
Atoms and positions in Å:
O: -0.9418 -2.0184 -1.0738  -0.651
C: 2.5831 1.7843 0.3204  0.799
C: 2.1993 1.8489 -1.1194  -0.526
C: -1.9399 -0.7721 0.6361  -0.140
O: 3.6414 1.4244 0.7848  -0.568
O: 2.3662 -1.1356 1.3623  -0.605
H: -4.9063 0.8013 -1.8587  0.205
H: -2.5284 1.1169 -1.4212  0.204
N: 0.2120 -0.3095 -0.2243  -0.628
H: -2.1865 -1.7905 1.1117  0.222
H: -1.3494 1.0164 1.4469  0.348
H: -2.8469 1.5855 0.2458  0.185
H: 1.2038 -1.5036 -1.5975  0.280
C: -0.8148 -1.0942 -0.2943  0.660
H: 1.2655 2.4077 -1.3117  0.239
C: 1.4640 -0.7337 -0.8664  -0.177
H: 3.9505 -2.3933 0.3187  0.505
O: 1.4497 2.0161 1.1053  -0.721
C: -3.2342 -0.3995 -0.0558  -0.217
C: 2.4227 -1.3588 0.1645  0.789
H: 3.0735 2.3180 -1.6274  0.248
H: -5.4160 -0.6120 0.5075  0.210
H: -4.2633 -1.6341 1.3601  0.210
H: -3.3621 -1.0961 -0.9485  0.224
H: -0.8298 -0.3710 2.3443  0.378
H: 1.7380 1.8303 2.0362  0.504
H: -4.4339 2.5044 -1.4429  0.209
H: -5.4115 1.5132 -0.3508  0.208
C: -3.2174 1.0159 -0.5780  -0.399
O: 3.3699 -2.0866 -0.4240  -0.667
H: 1.9465 0.3921 -2.7520  0.232
C: -4.5915 1.4988 -1.0772  -0.604
H: 3.2284 0.1653 -1.5864  0.226
C: 2.1894 0.4023 -1.6464  -0.382
H: 0.1754 0.4411 0.5160  0.435
N: -1.6267 0.0899 1.7839  -0.837
C: -4.3778 -0.6755 0.9127  -0.607
H: -4.3244 0.1485 1.6773  0.211

Run ii
A single C11H20N2O5 molecule, computed with ωB97M-V/def2-TZVPD.

The highest occupied orbital energy comes out at -9.292 eV. The spin multiplicity is 1. The gap between HOMO and LUMO comes out at 0.36342 Eh. For the LUMO energy, the calculation gives 0.60 eV. The total charge is 0.

Last column: natural (NBO) charge in e.
Atoms and positions in Å:
H: 0.4724 -1.2674 0.8331  0.448
H: -2.2075 1.6226 1.1533  0.200
H: -4.1849 0.1080 1.5759  0.232
C: 3.3266 0.0904 1.7804  -0.619
C: 2.0326 -0.2845 -0.3884  -0.139
O: -4.5107 -0.0369 -1.5280  -0.609
C: -2.6700 1.0436 0.3512  -0.407
H: -2.3645 -1.7526 1.6028  0.384
H: 4.1157 -0.6675 1.7478  0.216
C: -1.7700 -0.1359 0.2407  -0.134
H: 4.2373 2.9005 0.8845  0.196
C: -0.3603 0.3624 -0.1691  0.673
O: 2.4902 -2.5439 0.4188  -0.599
H: 3.7109 0.9965 2.3341  0.212
H: 2.4625 -0.2577 2.4598  0.218
H: -2.5690 1.5799 -0.5532  0.253
H: -6.5868 -0.6739 -0.7468  0.501
N: 0.6502 -0.5315 0.1060  -0.643
O: -0.2110 1.2728 -0.9456  -0.627
O: 3.4905 -1.7896 -1.5027  -0.676
N: -1.6631 -0.9771 1.4635  -0.878
C: 4.2145 2.6554 -0.2290  -0.602
H: 2.1587 1.4700 0.7133  0.224
H: 3.3005 3.1357 -0.5381  0.207
C: 2.8509 0.6839 0.4415  -0.235
C: -4.1111 0.7511 0.6722  -0.522
H: 1.9101 0.1226 -1.4232  0.245
H: 5.0625 3.1284 -0.6999  0.213
H: -4.6101 1.7164 0.8513  0.254
O: -6.1006 -0.3609 0.0233  -0.682
C: -4.8816 0.0710 -0.3561  0.785
H: 3.7873 0.9354 -1.5540  0.209
H: 4.9789 0.6647 -0.2626  0.206
C: 2.6650 -1.6805 -0.4312  0.802
H: -1.5102 -0.4603 2.2930  0.364
H: -2.0988 -0.7562 -0.6154  0.235
H: 3.8450 -2.7008 -1.5097  0.497
C: 4.0221 1.1736 -0.4553  -0.400

Energies, relative to the best one, in eV: run i 0.249; run ii 0.000.

Run i
A molecular structure, C4H12N2, computed with ωB97M-V/def2-TZVPD.

The highest occupied orbital energy comes out at -19.057 eV. The spin multiplicity is 1. The gap between HOMO and LUMO comes out at 0.23228 Eh. For the LUMO energy, the calculation gives -12.74 eV. The total charge is +2.

Last column: natural (NBO) charge in e.
Atoms and positions in Å:
H: 1.1288 1.6403 -3.3485  0.406
C: 1.7319 1.3126 -2.4667  -0.605
H: -1.1403 -2.2907 3.2192  0.434
H: 0.6573 -0.2806 0.8656  0.293
H: -1.1162 -1.0126 2.0119  0.225
N: 1.2349 0.2243 -1.7647  0.270
H: -2.1374 -1.2392 0.5260  0.285
N: -0.8264 -1.3421 3.0204  -0.723
H: 0.1771 -1.5939 -0.1876  0.293
H: -1.7797 0.4719 1.1656  0.271
H: 2.6606 0.9897 -2.9641  0.297
H: -0.8247 0.7229 -1.5125  0.350
C: -0.1055 -0.5885 0.1281  -0.515
C: -1.4002 -0.4985 0.8501  -0.025
H: 1.9248 2.2696 -1.9503  0.343
C: 0.1053 0.5122 -0.9666  -0.350
H: -0.6498 -0.7544 3.8286  0.446
H: 0.3595 1.4570 -0.4545  0.303

Run ii
A gas-phase ion, C4H12N2 (charge +2), computed with ωB97M-V/def2-TZVPD.

The highest occupied orbital energy comes out at -18.502 eV. The spin multiplicity is 1. The gap between HOMO and LUMO comes out at 0.41834 Eh. For the LUMO energy, the calculation gives -7.12 eV. The total charge is +2.

Last column: natural (NBO) charge in e.
Atoms and positions in Å:
H: -1.4500 -1.4307 2.3503  0.272
H: -2.2455 0.5496 2.4506  0.473
H: -1.0602 1.4444 1.7801  0.445
H: 2.0338 -0.3449 -3.0487  0.471
H: -1.5910 0.2755 -0.1545  0.253
N: 1.9251 0.4069 -2.3023  -0.744
H: 2.1392 1.2999 -3.0201  0.495
H: 2.8022 0.2633 -1.6959  0.478
C: -0.7442 -0.7482 1.6770  -0.227
H: -1.3968 -1.6310 -0.0565  0.303
C: 0.2665 -0.3379 -0.6176  -0.114
N: -1.1820 0.4985 2.3768  -0.717
H: -0.0813 1.1705 -2.1299  0.255
C: 0.6270 0.5214 -1.6131  -0.096
C: -1.0015 -0.5214 0.2311  -0.514
H: 0.3513 -0.9072 1.9878  0.257
H: -0.5620 0.7260 3.2104  0.480
H: 0.9721 -1.2358 -0.2599  0.231

Energies, relative to the best one, in eV: run i 6.659; run ii 0.000.

Run i
A molecular structure, C9H11NO3S, computed with ωB97M-V/def2-TZVPD.

The highest occupied orbital energy (spin up / spin down) comes out at -8.443 / -8.442 eV. The spin multiplicity is 1. The gap between HOMO and LUMO (spin up / spin down) comes out at 0.31312 / 0.31306 Eh. For the LUMO energy (spin up / spin down), the calculation gives 0.08 / 0.08 eV. The total charge is 0.

Last column: natural (NBO) charge in e.
Atoms and positions in Å:
H: -0.0959 3.9294 -0.7491  0.468
H: 3.1031 0.0452 3.3927  0.226
H: 1.0345 -0.3677 -1.4290  0.240
H: 2.1283 1.1074 0.2454  0.496
H: 2.7855 -1.5431 2.6166  0.228
C: -0.5196 -1.8005 -2.2565  -0.198
O: 0.8045 3.5740 -0.7549  -0.544
N: 0.7458 2.2026 -0.9370  -0.610
C: -1.8680 -2.0019 -2.3085  -0.186
H: 0.2188 -2.3156 -2.6937  0.215
H: -3.6534 -1.6456 -1.4465  0.209
C: 2.2895 -0.6493 2.9039  -0.639
C: 1.6755 0.1948 1.8337  0.293
H: -2.0952 -2.8053 -2.9692  0.220
H: -0.4003 -0.0973 2.5143  0.233
O: 2.6024 0.4926 0.8587  -0.676
H: 1.4848 -0.9089 3.4646  0.210
C: -2.7229 -1.2867 -1.4705  -0.194
H: -2.9627 0.3436 -0.1094  0.242
S: -0.2983 1.5276 0.0629  1.777
C: -0.9261 0.1387 -0.8818  -0.275
C: 0.3618 0.3463 1.9057  -0.422
C: -2.2730 -0.2079 -0.6728  -0.190
C: -0.0612 -0.7221 -1.5398  -0.183
O: -1.3578 2.4497 0.4204  -0.939

Run ii
2 unconnected molecules or ions with the total composition C9H11NO3S, computed with ωB97M-V/def2-TZVPD.

The highest occupied orbital energy (spin up / spin down) comes out at -7.409 / -7.408 eV. The spin multiplicity is 1. The gap between HOMO and LUMO (spin up / spin down) comes out at 0.20688 / 0.20682 Eh. For the LUMO energy (spin up / spin down), the calculation gives -1.78 / -1.78 eV. The total charge is 0.

Last column: natural (NBO) charge in e.
Atoms and positions in Å:
H: -2.5139 1.4587 -1.3525  0.230
O: -0.7752 -2.3950 -0.1379  -0.951
H: -2.8297 0.8693 1.2280  0.303
H: -3.7582 2.0661 0.4085  0.239
H: 2.9881 -1.7878 1.3683  0.204
H: 1.7254 0.1022 1.7798  0.231
C: 3.7251 -1.4012 0.6908  -0.232
S: -1.9846 -1.6822 -0.1409  2.194
H: 4.3395 -2.1161 0.3703  0.201
C: 1.8147 -0.4139 -0.3938  0.481
C: -1.9458 1.4121 -0.4472  0.178
N: -2.5761 -1.2260 -1.3991  -1.130
H: -0.6753 0.5457 -2.6556  0.257
H: -0.1763 1.5774 1.5875  0.222
C: -0.6922 0.9610 -0.5045  -0.275
C: -0.1241 0.4535 -1.6602  0.006
C: 0.1959 0.9701 0.6947  -0.043
O: 2.8839 -1.1252 -0.4705  -0.445
C: -2.7387 1.8512 0.7794  -0.717
C: 1.1245 -0.1586 -1.5979  -0.330
O: -2.6664 -1.3292 1.0646  -0.965
H: 1.4896 -0.8359 -2.3814  0.244
H: 4.2188 -0.4851 0.8380  0.197
C: 1.3012 0.1802 0.8352  -0.338
H: -2.3501 2.5088 1.4964  0.236

Run iii
A single C9H11NO3S molecule, computed with ωB97M-V/def2-TZVPD.

The highest occupied orbital energy comes out at -9.619 eV. The spin multiplicity is 1. The gap between HOMO and LUMO comes out at 0.37515 Eh. For the LUMO energy, the calculation gives 0.59 eV. The total charge is 0.

Last column: natural (NBO) charge in e.
Atoms and positions in Å:
C: 1.5317 1.1653 2.0124  -0.210
O: 0.3488 -2.4838 0.5278  -0.922
S: 0.8495 -2.1674 -0.7884  2.489
H: -2.2955 -0.7030 -0.5203  0.217
H: -2.5501 -0.7627 1.2632  0.246
H: -1.2060 0.7748 -1.8885  0.222
O: 0.1910 -2.7057 -1.9302  -0.978
C: -0.8991 1.1479 1.9834  -0.212
O: 2.2910 -2.1333 -0.9196  -0.958
N: 0.3994 -0.3631 -1.0862  -0.467
C: -0.9076 0.4680 0.7842  -0.027
H: -1.0974 -0.9932 -2.4552  0.266
H: 2.4354 0.2156 0.2610  0.242
H: -2.8040 0.7341 0.2804  0.217
H: 0.3111 2.2164 3.3421  0.207
C: 0.2700 1.5342 2.4726  -0.180
C: -2.2337 -0.1044 0.4161  -0.634
C: 0.8799 0.0844 -2.3053  -0.221
C: -0.5952 -0.0795 -2.2087  -0.212
H: 1.5109 -0.6336 -2.8983  0.274
C: 1.4632 0.5804 0.7789  -0.209
H: -1.8079 1.4844 2.4483  0.220
H: 1.2154 1.1036 -2.3779  0.227
C: 0.2892 0.1984 0.2081  0.171
H: 2.4099 1.4224 2.6002  0.233

Energies, relative to the best one, in eV: run i 4.446; run ii 3.438; run iii 0.000.